(1)
Below is a cluster of 9 separate species, C30H65BN9O9S in total in a non-equilibrium geometry, with properties calculated with ωB97M-V/def2-TZVPD.

```
! RIJCOSX wB97M-V def2-TZVPD def2/J DEFGRID3
* xyz 1 1
N -0.54690 -0.50430 1.20837
B 0.69322 -1.11334 0.91392
O 0.87295 -2.40502 0.69534
S 2.24464 0.05433 0.92545
C 2.19897 0.98021 -0.59207
C 2.69035 2.27376 -0.54197
C 2.67797 3.02251 -1.71468
C 2.19370 2.47020 -2.88876
C 1.71555 1.16721 -2.92490
C 1.71497 0.40853 -1.76444
H -1.24742 -0.70225 0.50280
H -0.53450 0.49632 1.35793
H 1.82890 -2.68211 0.48337
H 3.26782 -0.79114 0.72731
H 3.06566 2.69413 0.38152
H 3.03853 4.04083 -1.69025
H 2.16932 3.05926 -3.79491
H 1.34066 0.76812 -3.85785
H 1.37925 -0.62102 -1.75700
C 1.65663 -4.84440 -0.91032
C 3.02749 -4.37769 -0.48131
O 3.08579 -3.38616 0.29512
N 4.11624 -4.95042 -0.95337
C 4.17628 -6.06698 -1.88128
H 1.01538 -4.19280 -0.34568
H 1.52707 -4.68668 -1.97837
H 1.39402 -5.87634 -0.68490
H 5.00624 -4.56855 -0.63204
H 4.70601 -6.90310 -1.42649
H 4.70593 -5.77602 -2.78679
H 3.17764 -6.39071 -2.15676
C -1.95146 2.23245 -6.50820
C -0.51722 2.41099 -6.07424
O 0.03129 1.59906 -5.33321
N 0.14189 3.49457 -6.53720
C -0.36337 4.54137 -7.41247
H -2.33002 1.32171 -6.05633
H -2.56555 3.07291 -6.18475
H -2.02190 2.14998 -7.59288
H 1.09958 3.55772 -6.23152
H 0.21621 4.57840 -8.33374
H -0.30166 5.51102 -6.91685
H -1.39603 4.34905 -7.67591
C -2.94266 -0.20531 6.95604
C -3.71980 0.18571 5.72382
O -4.75519 0.82674 5.76916
N -3.21607 -0.20557 4.51350
C -2.00975 -0.96333 4.25080
H -3.44504 0.17214 7.84039
H -2.86157 -1.29110 7.03129
H -1.93846 0.22039 6.93291
H -3.77971 0.08478 3.73110
H -1.32683 -0.38655 3.62979
H -2.24646 -1.89150 3.72596
H -1.51616 -1.20673 5.18539
C 7.68547 -3.38388 1.83937
C 7.21739 -4.65018 1.16557
O 6.77371 -4.64073 0.01965
N 7.30531 -5.80250 1.85918
C 7.80237 -6.00539 3.20822
H 7.54751 -2.56282 1.14382
H 7.10836 -3.18864 2.74346
H 8.74002 -3.44987 2.10633
H 6.98120 -6.61015 1.34994
H 8.65364 -6.68599 3.20584
H 7.02543 -6.43020 3.84388
H 8.11893 -5.06107 3.63658
C 3.41242 -2.79529 -3.81450
C 3.61713 -3.38593 -5.19493
O 3.92209 -4.55527 -5.34168
N 3.43705 -2.55329 -6.25294
C 3.07324 -1.14819 -6.22789
H 3.58534 -3.57802 -3.08838
H 4.11405 -1.98150 -3.62553
H 2.39383 -2.41688 -3.70616
H 3.57950 -2.99391 -7.14822
H 2.13332 -0.98457 -6.75620
H 3.84828 -0.54336 -6.70072
H 2.95078 -0.81233 -5.20413
C 0.79176 5.91417 -11.30918
C 0.01504 4.68543 -11.73048
O -0.86358 4.20534 -11.03143
N 0.32981 4.13332 -12.92848
C 1.32982 4.56489 -13.88591
H 0.41792 6.23281 -10.34137
H 1.85755 5.69772 -11.22873
H 0.65688 6.72700 -12.02265
H -0.22312 3.32153 -13.15495
H 0.86902 4.81212 -14.84292
H 2.06805 3.78019 -14.05631
H 1.84545 5.44523 -13.51829
C -5.27541 1.39497 10.32507
C -3.98467 0.70815 10.69157
O -3.05833 0.60230 9.89745
N -3.88003 0.19584 11.94394
C -4.86954 0.22236 13.00305
H -5.20693 1.73460 9.29662
H -6.12345 0.71913 10.40751
H -5.45842 2.25297 10.97210
H -2.99626 -0.25128 12.12837
H -4.48646 0.74730 13.87968
H -5.14292 -0.78987 13.30489
H -5.76487 0.73040 12.66215
C -9.89318 1.55691 7.93239
C -8.70517 2.23463 8.57608
O -8.15930 1.77453 9.56549
N -8.25682 3.38238 8.00660
C -8.76944 4.06496 6.83663
H -10.11732 0.66281 8.50444
H -10.76643 2.20988 7.93513
H -9.67092 1.27510 6.90290
H -7.46154 3.78284 8.47816
H -8.00394 4.13308 6.06216
H -9.09424 5.07629 7.08678
H -9.61779 3.52463 6.43116
*
```

The calculation puts the HOMO-LUMO gap at 7.8 eV. For the HOMO energy, the calculation gives -10.257 eV. The value obtained for the maximum force is 0.0268 hartree/bohr.

(2)
Below is an isolated molecule of C4H5N3OS in a non-equilibrium geometry, with properties calculated with ωB97M-V/def2-TZVPD.

```
! RIJCOSX wB97M-V def2-TZVPD def2/J DEFGRID3
* xyz 0 1
C 0.32069 1.61935 -0.31024
C 0.71045 0.28588 -0.07700
C 0.08305 -0.88035 -0.47481
C 1.95796 0.04398 0.76379
N -0.03000 2.72663 -0.43171
N -1.29837 -0.81340 -0.61139
N -2.09132 0.14618 -0.20612
O 0.54629 -1.98824 -0.65887
S -3.63273 -0.12845 0.22470
H -1.52802 0.97573 -0.14305
H 2.45176 0.98086 1.10863
H 2.63486 -0.65693 0.17332
H 1.57535 -0.55301 1.62837
H -1.69998 -1.75822 -0.98562
*
```

The calculation puts the HOMO-LUMO gap (spin up / spin down) at 4.7 / 4.7 eV. For the HOMO energy (spin up / spin down), the calculation gives -7.952 / -7.951 eV. Its relative energy (zero: lowest compared OMol25 entry of this formula, charge and spin) is 123.83 kcal/mol. The value obtained for the maximum force is 0.0787 hartree/bohr.

(3)
Below is a cluster of 4 separate species, C52H50INO13P3 in total, with properties calculated with ωB97M-V/def2-TZVPD.

```
! RIJCOSX wB97M-V def2-TZVPD def2/J DEFGRID3
* xyz -1 1
C 3.56886 3.91301 0.65553
C 3.03504 2.88247 0.00551
C 2.20409 2.94104 -1.23458
P 0.26680 2.89123 -1.05434
O 0.23840 3.25233 0.60645
C 0.17725 4.75082 -1.54242
C 0.81623 5.78557 -0.60287
C -0.00345 7.06052 -0.62213
I 0.95749 8.68601 0.39384
C 0.42256 0.92185 -0.83185
P 0.95618 0.02671 0.60844
O 1.98600 -0.99067 0.33233
O 1.44981 0.91853 1.85195
O -0.37596 -0.71559 1.19361
N -1.53516 2.68758 -0.99645
C -2.42871 3.55010 -0.25855
C -3.85805 3.43160 -0.76995
C -4.86700 4.13927 0.12669
P 0.08900 2.40205 -3.36003
O -0.42013 1.04827 -3.69824
O -0.90021 3.52809 -4.05291
O 1.46591 2.73717 -4.17025
H 3.47830 4.93038 0.29260
H 4.11236 3.76512 1.58119
H 3.24965 1.88897 0.39293
H 2.49090 3.81142 -1.82790
H 2.45167 2.07521 -1.84753
H -0.42653 2.69863 1.02067
H -0.85915 5.02541 -1.75070
H 0.67504 4.84561 -2.51151
H 0.89264 5.41601 0.41767
H 1.82873 6.02473 -0.93244
H -0.20652 7.40712 -1.63236
H -0.94921 6.93944 -0.09973
H -0.55499 0.50410 -1.06137
H 1.08498 0.52768 -1.60385
H 0.78974 1.39748 2.35371
H -0.93742 -0.15376 1.73548
H -1.96142 2.32763 -1.83896
H -2.43694 3.29540 0.81276
H -2.13096 4.60910 -0.30308
H -4.11181 2.37305 -0.87467
H -3.89755 3.86606 -1.77377
H -4.79934 5.22362 0.02413
H -5.89035 3.84256 -0.10772
H -4.69501 3.89264 1.17669
H -1.59098 3.02728 -4.50418
H 1.41301 3.58406 -4.62061
C 0.75343 -4.90214 1.46073
C 0.13601 -3.79155 0.89555
C -1.14153 -3.91158 0.36943
C -1.79889 -5.13576 0.40171
C -1.16842 -6.25332 0.96014
C 0.10914 -6.12783 1.49283
C -1.82882 -7.58430 0.98998
O -1.29270 -8.55531 1.48373
C -3.18991 -7.69269 0.38182
C -3.81808 -8.93286 0.35444
C -5.08284 -9.05532 -0.19372
C -5.72942 -7.93819 -0.71286
C -5.10752 -6.70202 -0.68911
C -3.83394 -6.57526 -0.14623
C -3.17848 -5.22952 -0.15024
O -3.76166 -4.26196 -0.58797
H 1.75007 -4.80528 1.87354
H 0.63825 -2.83489 0.87988
H -1.63955 -3.05509 -0.06471
H 0.57913 -7.00131 1.92448
H -3.29707 -9.78586 0.76769
H -5.56929 -10.02210 -0.21760
H -6.72015 -8.03516 -1.13812
H -5.58863 -5.81964 -1.08892
C 3.89084 -0.38678 -2.36025
C 3.85336 -1.68098 -2.86461
C 4.45109 -1.97517 -4.07864
C 5.08481 -0.97144 -4.80203
C 5.11352 0.33441 -4.30001
C 4.51879 0.62017 -3.07690
C 5.75819 1.43750 -5.06018
O 5.81202 2.57067 -4.63340
C 6.35218 1.10156 -6.39337
C 6.92401 2.11903 -7.14868
C 7.48844 1.83376 -8.37966
C 7.48991 0.52847 -8.86136
C 6.92106 -0.48744 -8.11348
C 6.34649 -0.20422 -6.87912
C 5.72321 -1.31721 -6.09796
O 5.74640 -2.45485 -6.52196
H 3.41159 -0.18171 -1.41055
H 3.34575 -2.45305 -2.30094
H 4.43243 -2.97652 -4.48705
H 4.54722 1.63624 -2.70646
H 6.91309 3.12495 -6.75120
H 7.92936 2.62845 -8.96805
H 7.93473 0.30670 -9.82316
H 6.90769 -1.50954 -8.46711
C -5.74867 0.72633 8.75863
C -5.20431 1.97191 8.46375
C -4.07285 2.06594 7.67214
C -3.47608 0.91276 7.17564
C -4.01583 -0.33680 7.47910
C -5.15687 -0.42485 8.26839
C -3.38551 -1.59551 6.97944
O -3.86404 -2.67878 7.23956
C -2.14862 -1.46615 6.15890
C -1.51856 -2.62005 5.70515
C -0.37376 -2.52585 4.93269
C 0.14912 -1.27845 4.60729
C -0.47343 -0.12685 5.05695
C -1.62255 -0.21415 5.83513
C -2.26440 1.04305 6.31281
O -1.82318 2.13164 6.01436
H -6.63693 0.65601 9.37312
H -5.66653 2.87030 8.85191
H -3.63539 3.02362 7.42454
H -5.56213 -1.40377 8.48563
H -1.94429 -3.58002 5.96396
H 0.11164 -3.42362 4.57272
H 1.03592 -1.20814 3.98952
H -0.08177 0.85437 4.82119
*
```

The calculation puts the HOMO-LUMO gap at 5.7 eV. For the HOMO energy, the calculation gives -5.408 eV. The value obtained for the maximum force is 0.0083 hartree/bohr.

(4)
Below is a structure of composition C22H50FN4O4Pd in a non-equilibrium geometry, with properties calculated with ωB97M-V/def2-TZVPD.

```
! RIJCOSX wB97M-V def2-TZVPD def2/J DEFGRID3
* xyz 1 3
Pd -2.64855 0.51516 1.27653
F -0.95292 0.67804 -0.00259
C -0.18206 -2.21542 3.61031
C -1.24291 -1.14427 3.32163
C -0.55898 0.21198 3.38862
O -1.52780 1.23305 3.09500
C -0.97918 2.52287 2.90105
N -1.72923 -1.38328 1.90676
H 0.01942 -2.26689 4.69076
H 0.77393 -2.02223 3.12565
H -0.50472 -3.24749 3.45630
H -2.08382 -1.30375 3.99376
H 0.30210 0.22345 2.71668
H -0.24779 0.42452 4.41583
H -0.20610 2.57701 2.13294
H -0.62760 2.93441 3.85433
H -1.79108 3.20221 2.63555
H -0.89132 -1.61624 1.34878
H -2.17234 -2.29765 1.99609
C -5.31041 3.28370 -0.84221
C -4.62155 2.06013 -0.21778
C -4.26854 1.06255 -1.32242
O -3.70216 -0.08710 -0.66204
C -3.10839 -1.04159 -1.56987
N -3.40896 2.44529 0.53189
H -5.47913 4.06299 -0.10133
H -6.28050 2.98614 -1.24785
H -4.77268 3.66819 -1.71057
H -5.32429 1.57227 0.45755
H -3.53707 1.45591 -2.03205
H -5.18416 0.72400 -1.80821
H -3.85612 -1.44045 -2.25067
H -2.64830 -1.78139 -0.92089
H -2.31471 -0.51492 -2.10511
H -3.63218 3.23574 1.13913
H -2.73796 2.91040 -0.08784
C 1.68078 -2.64520 -2.18035
C 0.49964 -3.04162 -1.29705
C 0.73614 -4.39276 -0.62248
O 1.12153 -5.31708 -1.61889
C 1.45365 -6.56842 -1.05992
N 0.27244 -2.04631 -0.24492
H 2.58212 -2.66645 -1.56077
H 1.55879 -1.60720 -2.50301
H 1.81821 -3.26714 -3.06050
H -0.40762 -3.08353 -1.90806
H -0.16718 -4.76519 -0.12233
H 1.47416 -4.24084 0.17818
H 2.16033 -6.44683 -0.22726
H 2.07110 -7.13230 -1.76689
H 0.58540 -7.17450 -0.79238
H 1.19627 -1.79194 0.09737
H -0.20632 -1.21763 -0.58216
C -0.48428 3.14012 -2.30713
C 0.90207 2.48142 -2.39748
C 1.74134 2.87011 -1.16872
O 2.06142 4.23156 -1.08987
C 2.91720 4.70918 -2.10779
N 0.76809 1.01736 -2.27698
H -0.98179 2.69424 -1.44309
H -1.03590 2.88442 -3.21338
H -0.41919 4.21838 -2.15201
H 1.43641 2.69623 -3.31858
H 2.65613 2.26685 -1.08928
H 1.18624 2.57546 -0.27251
H 3.01530 5.78663 -1.97533
H 2.41762 4.62043 -3.07745
H 3.89570 4.23494 -2.03249
H 0.17535 0.68555 -3.03169
H 0.31769 0.76863 -1.39636
C 3.59031 -0.43049 -0.09458
C 4.86369 -0.91777 0.18422
C 5.28367 -1.02690 1.50913
C 4.47874 -0.54637 2.52569
C 3.21378 -0.03731 2.24013
C 2.77163 0.04644 0.93026
H 3.38087 -0.37053 -1.15584
H 5.51482 -1.16743 -0.64245
H 6.21785 -1.53026 1.72434
H 4.85317 -0.57572 3.54101
H 2.51911 0.12299 3.05804
H 1.75163 0.32945 0.68795
*
```

The calculation puts the HOMO-LUMO gap (spin up / spin down) at 8.7 / 6.6 eV. For the HOMO energy (spin up / spin down), the calculation gives -11.130 / -11.127 eV. The expectation value of S² is 2.004. Its relative energy (zero: lowest compared OMol25 entry of this formula, charge and spin) is 16.89 kcal/mol. The value obtained for the maximum force is 0.0370 hartree/bohr.

(5)
Below is a structure of composition C4H9NO2, with properties calculated with ωB97M-V/def2-TZVPD.

```
! RIJCOSX wB97M-V def2-TZVPD def2/J DEFGRID3
* xyz 0 1
C 1.01045 -0.15002 -2.26520
C 0.21700 -0.54898 -1.02276
C 0.85158 0.01920 0.23397
O 0.13526 -0.38644 1.41890
C -0.95059 0.30224 1.70346
O -1.38749 1.30693 1.02167
N -1.76485 0.11115 2.70518
H 2.04547 -0.50896 -2.21324
H 0.55876 -0.56971 -3.16863
H 1.03812 0.93900 -2.38362
H -0.80997 -0.17334 -1.09271
H 0.16735 -1.64079 -0.93283
H 1.86350 -0.36806 0.38182
H 0.88141 1.11191 0.20144
H -1.64805 -0.60343 3.40950
H -2.20794 1.15930 2.00307
*
```

The calculation puts the HOMO-LUMO gap at 10.7 eV. For the HOMO energy, the calculation gives -9.753 eV. Its relative energy (zero: lowest compared OMol25 entry of this formula, charge and spin) is 54.36 kcal/mol. The value obtained for the maximum force is 0.0052 hartree/bohr.

(6)
Below is an isolated molecule of C5H9NO, with properties calculated with ωB97M-V/def2-TZVPD.

```
! RIJCOSX wB97M-V def2-TZVPD def2/J DEFGRID3
* xyz 0 1
C 1.81132 1.34073 -0.29925
C -0.36775 0.72070 -1.44916
N 0.60026 0.50190 -0.15257
C -0.21036 -0.57600 -0.75904
C -1.40448 -0.80838 0.15736
C -1.29082 -1.43726 1.46650
O -1.42140 -0.02618 1.35183
H 2.19874 1.32706 -1.31187
H 2.65494 1.18068 0.38855
H 1.40897 2.34028 -0.12510
H 0.43444 0.71187 -2.21333
H 0.16393 0.69156 0.74975
H 0.24031 -1.48698 -1.16284
H -2.36792 -0.77456 -0.35282
H -2.14316 -1.92742 1.92622
H -0.30701 -1.77800 1.78578
*
```

The calculation puts the HOMO-LUMO gap at 8.3 eV. For the HOMO energy, the calculation gives -7.439 eV. Its relative energy (zero: lowest compared OMol25 entry of this formula, charge and spin) is 145.54 kcal/mol. The value obtained for the maximum force is 0.0169 hartree/bohr.

(7)
Below is a cluster of 2 separate species, C3H8N2O in total in a non-equilibrium geometry, with properties calculated with ωB97M-V/def2-TZVPD.

```
! RIJCOSX wB97M-V def2-TZVPD def2/J DEFGRID3
* xyz 0 1
C 1.26432 -0.03805 2.40614
C 0.10826 -0.65271 2.23112
N -0.33994 -1.21154 1.02793
H 2.00512 0.04622 1.61061
H 1.62145 0.47179 3.28932
H -0.58406 -0.68928 3.06328
H -0.31097 -0.57702 0.24747
H -1.10967 -1.85717 1.12719
C -0.24325 1.32716 -2.21279
N -0.59470 0.16404 -2.83072
O 0.56321 1.36464 -1.31471
H -0.76094 2.20377 -2.62897
H -1.21229 0.17276 -3.62061
H -0.40655 -0.72462 -2.39525
*
```

The calculation puts the HOMO-LUMO gap at 9.0 eV. For the HOMO energy, the calculation gives -8.190 eV. Its relative energy (zero: lowest compared OMol25 entry of this formula, charge and spin) is 36.34 kcal/mol. The value obtained for the maximum force is 0.0284 hartree/bohr. As for the SMILES: C=CN.NC=O.

(8)
Below is a structure of composition C3H7NO3 in a non-equilibrium geometry, with properties calculated with ωB97M-V/def2-TZVPD.

```
! RIJCOSX wB97M-V def2-TZVPD def2/J DEFGRID3
* xyz 0 1
C 1.19137 0.60446 0.40824
C 1.43973 -0.59837 1.23140
C -0.65834 0.71629 -1.80866
N -0.66133 0.95092 0.56426
O 1.78230 1.55696 0.04497
O -1.38436 -0.31780 0.72969
O -0.94275 1.49804 -0.61362
H 0.64414 -1.29980 1.12914
H 2.46969 -1.03343 0.89726
H 1.37157 -0.15925 2.31125
H -0.14618 1.37370 -2.50545
H -1.50552 0.24135 -2.20925
H 0.17645 0.01266 -1.46521
H -1.62137 -0.38336 1.70299
*
```

The calculation puts the HOMO-LUMO gap at 8.9 eV. For the HOMO energy, the calculation gives -8.337 eV. Its relative energy (zero: lowest compared OMol25 entry of this formula, charge and spin) is 148.67 kcal/mol. The value obtained for the maximum force is 0.0773 hartree/bohr.